Record 1
ORCA calculation (the ωB97M-V functional and the def2-TZVPD basis) on a cluster of 2 separate species, C9H14 in total in a non-equilibrium geometry.

```
! RIJCOSX wB97M-V def2-TZVPD def2/J DEFGRID3
* xyz 0 1
C 2.118 -3.184 1.478
C 2.339 -2.599 0.053
H 2.976 -2.925 2.099
H 1.279 -2.672 1.961
H 1.918 -4.252 1.451
H 1.364 -2.810 -0.404
H 2.966 -3.286 -0.514
H 2.635 -1.564 0.125
C -3.010 0.891 0.626
C 0.574 2.210 -1.303
C -0.520 3.040 -1.310
C 0.514 0.937 -0.740
C -1.646 2.624 -0.569
C -0.699 0.454 -0.289
C -1.785 1.336 -0.109
H 1.481 2.511 -1.815
H -0.529 3.903 -1.960
H 1.362 0.270 -0.829
H -2.303 3.408 -0.196
H -0.841 -0.610 -0.130
H -3.902 0.775 -0.023
H -3.479 1.606 1.302
H -2.810 -0.063 1.096
*
```

For the HOMO energy, the calculation gives -8.98 eV.

---

Record 2
ORCA calculation (the ωB97M-V functional and the def2-TZVPD basis) on a cluster of 2 separate species, C9H14 in total in a non-equilibrium geometry.

```
! RIJCOSX wB97M-V def2-TZVPD def2/J DEFGRID3
* xyz 0 1
C -2.306 3.016 2.443
C -2.972 1.737 2.877
H -2.890 3.885 2.728
H -1.245 3.120 2.656
H -2.344 3.010 1.344
H -2.341 0.844 2.920
H -3.373 1.707 3.903
H -3.863 1.476 2.304
C -0.001 1.327 -0.452
C 1.193 -2.281 -0.124
C 0.442 -1.143 0.102
C 1.844 -2.510 -1.342
C 0.494 -0.049 -0.791
C 1.763 -1.487 -2.273
C 1.152 -0.305 -1.984
H 1.198 -2.963 0.720
H -0.216 -1.017 0.952
H 2.331 -3.419 -1.663
H 2.215 -1.562 -3.258
H -0.925 1.589 -0.989
H 0.625 2.136 -0.830
H 1.208 0.536 -2.672
H -0.248 1.384 0.602
*
```

For the HOMO energy, the calculation gives -8.92 eV.

---

Record 3
ORCA calculation (the ωB97M-V functional and the def2-TZVPD basis) on a cluster of 2 separate species, C9H14 in total in a non-equilibrium geometry.

```
! RIJCOSX wB97M-V def2-TZVPD def2/J DEFGRID3
* xyz 0 1
C -2.172 -1.105 -1.085
C -0.275 -2.771 1.750
C -1.117 -2.546 0.653
C 0.446 -1.709 2.241
C -1.273 -1.280 0.133
C 0.416 -0.462 1.616
C -0.500 -0.215 0.606
H -0.203 -3.773 2.148
H -1.626 -3.436 0.300
H 1.009 -1.815 3.146
H 0.780 0.368 2.202
H -2.813 -0.231 -0.981
H -2.773 -1.996 -1.235
H -0.754 0.783 0.264
H -1.554 -1.004 -1.967
C 1.810 2.851 -0.550
C 1.326 2.425 -1.921
H 2.229 2.023 -0.004
H 2.577 3.623 -0.600
H 1.047 3.314 0.081
H 0.503 3.089 -2.193
H 0.869 1.437 -1.880
H 2.046 2.430 -2.724
*
```

For the HOMO energy, the calculation gives -9.05 eV.

---

Record 4
ORCA calculation (the ωB97M-V functional and the def2-TZVPD basis) on a cluster of 2 separate species, C9H14 in total in a non-equilibrium geometry.

```
! RIJCOSX wB97M-V def2-TZVPD def2/J DEFGRID3
* xyz 0 1
C -0.218 -2.320 1.652
C -1.722 -2.320 1.942
H 0.420 -2.439 2.526
H 0.095 -2.996 0.854
H 0.090 -1.340 1.264
H -2.208 -1.457 1.489
H -1.974 -2.411 2.993
H -2.211 -3.152 1.423
C 0.236 1.577 1.217
C -0.495 0.576 -0.983
C 0.387 1.353 -0.254
C -0.210 0.291 -2.327
C 1.472 1.932 -0.929
C 0.811 0.904 -3.001
C 1.664 1.734 -2.272
H -1.396 0.168 -0.548
H -0.891 -0.416 -2.777
H -0.692 1.174 1.620
H 0.189 2.627 1.491
H 2.153 2.553 -0.368
H 0.997 0.706 -4.045
H 2.507 2.189 -2.768
H 0.997 1.068 1.800
*
```

For the HOMO energy, the calculation gives -9.10 eV.

---

Record 5
ORCA calculation (the ωB97M-V functional and the def2-TZVPD basis) on an isolated molecule of C9H14 in a non-equilibrium geometry.

```
! RIJCOSX wB97M-V def2-TZVPD def2/J DEFGRID3
* xyz 0 1
C -0.498 1.133 -1.046
C -0.965 1.696 -2.163
C 0.750 1.348 -0.193
C 0.733 -1.240 0.216
C -0.972 0.223 -0.030
C 0.385 0.109 0.693
C 1.824 -1.730 -0.776
C -2.195 -0.604 0.179
C 0.508 0.293 2.202
H -2.097 1.693 -2.367
H -0.431 2.453 -2.709
H 1.712 1.459 -0.711
H 0.524 2.244 0.344
H 0.086 -2.082 0.583
H 2.506 -2.428 -0.229
H 2.407 -0.894 -1.146
H 1.243 -2.324 -1.459
H -2.531 -0.815 -0.816
H -3.047 0.025 0.623
H -1.841 -1.454 0.722
H 1.604 0.282 2.584
H 0.109 -0.570 2.809
H 0.188 1.184 2.689
*
```

For the HOMO energy (spin up / spin down), the calculation gives -7.10 / -7.27 eV.

---

Record 6
ORCA calculation (the ωB97M-V functional and the def2-TZVPD basis) on a cluster of 2 separate species, C9H14 in total in a non-equilibrium geometry.

```
! RIJCOSX wB97M-V def2-TZVPD def2/J DEFGRID3
* xyz 0 1
C 2.745 1.370 -0.132
C 1.003 2.288 1.443
C 1.691 1.194 0.925
C 0.198 2.200 2.578
C 1.198 -0.076 1.245
C -0.329 0.937 2.875
C 0.211 -0.146 2.211
H 1.259 3.285 1.091
H -0.250 3.130 2.903
H 3.244 0.416 -0.247
H 3.562 2.034 0.140
H 1.671 -0.931 0.780
H -1.287 0.897 3.376
H -0.244 -1.100 2.468
H 2.341 1.633 -1.109
C -2.704 -2.013 -2.096
C -1.531 -2.176 -3.058
H -3.709 -2.135 -2.503
H -2.727 -2.856 -1.396
H -2.616 -1.110 -1.495
H -1.321 -3.247 -3.136
H -1.790 -1.924 -4.088
H -0.613 -1.669 -2.776
*
```

For the HOMO energy, the calculation gives -8.95 eV.

---

Record 7
ORCA calculation (the ωB97M-V functional and the def2-TZVPD basis) on a cluster of 2 separate species, C9H14 in total in a non-equilibrium geometry.

```
! RIJCOSX wB97M-V def2-TZVPD def2/J DEFGRID3
* xyz 0 1
C 1.034 -2.167 0.552
C -0.115 -3.137 0.506
H 1.855 -2.605 1.075
H 1.387 -1.931 -0.403
H 0.898 -1.224 1.094
H -0.133 -3.743 -0.464
H -0.140 -3.845 1.293
H -1.015 -2.573 0.672
C -2.360 1.649 0.278
C 1.728 1.040 -0.827
C 1.460 1.990 0.161
C 0.681 0.513 -1.611
C 0.140 2.173 0.628
C -0.641 0.722 -1.163
C -0.894 1.364 0.049
H 2.811 0.974 -1.065
H 2.261 2.306 0.741
H 0.810 -0.253 -2.359
H -0.051 2.999 1.258
H -1.457 0.110 -1.507
H -2.461 2.247 1.265
H -3.196 1.065 0.439
H -2.602 2.324 -0.611
*
```

For the HOMO energy, the calculation gives -8.94 eV.

---

Record 8
ORCA calculation (the ωB97M-V functional and the def2-TZVPD basis) on a cluster of 2 separate species, C9H14 in total in a non-equilibrium geometry.

```
! RIJCOSX wB97M-V def2-TZVPD def2/J DEFGRID3
* xyz 0 1
C 0.193 3.487 1.513
C -0.064 -0.868 1.917
C 1.116 -0.143 2.112
C -1.174 -0.117 1.740
C 1.308 1.176 1.857
C -1.059 1.250 1.465
C 0.122 2.011 1.504
H -0.032 -1.964 1.885
H 1.984 -0.806 2.272
H -2.330 -0.439 1.681
H 2.285 1.657 1.634
H -2.002 1.693 1.081
H -0.726 4.057 1.512
H 0.608 3.841 0.515
H 0.845 3.902 2.257
C -0.587 -2.576 -3.676
C 0.310 -1.984 -2.617
H -0.722 -2.004 -4.484
H -0.192 -3.600 -3.924
H -1.571 -2.882 -3.217
H 1.084 -1.248 -2.901
H -0.428 -1.695 -1.783
H 1.030 -2.749 -2.344
*
```

For the HOMO energy, the calculation gives -8.78 eV.

---

Record 9
ORCA calculation (the ωB97M-V functional and the def2-TZVPD basis) on a cluster of 2 separate species, C9H14 in total in a non-equilibrium geometry.

```
! RIJCOSX wB97M-V def2-TZVPD def2/J DEFGRID3
* xyz 0 1
C 0.170 0.183 -2.313
C 2.240 -1.457 1.069
C 1.219 -2.177 0.476
C 2.473 -0.144 0.679
C 0.490 -1.619 -0.567
C 1.754 0.390 -0.376
C 0.813 -0.366 -1.067
H 2.911 -1.958 1.754
H 1.148 -3.220 0.742
H 3.166 0.494 1.214
H -0.340 -2.183 -0.993
H 1.981 1.388 -0.739
H -0.084 1.233 -2.143
H -0.698 -0.327 -2.718
H 0.948 0.208 -3.078
C -1.799 1.512 1.553
C -2.692 0.950 0.445
H -1.780 0.783 2.364
H -0.790 1.632 1.163
H -2.214 2.439 1.930
H -2.540 -0.130 0.360
H -3.729 0.984 0.801
H -2.649 1.384 -0.557
*
```

For the HOMO energy, the calculation gives -9.02 eV.

---

Record 10
ORCA calculation (the ωB97M-V functional and the def2-TZVPD basis) on a cluster of 2 separate species, C9H14 in total in a non-equilibrium geometry.

```
! RIJCOSX wB97M-V def2-TZVPD def2/J DEFGRID3
* xyz 0 1
C 1.384 0.863 2.965
C 2.706 0.225 2.380
H 0.581 0.271 2.662
H 1.587 1.161 4.056
H 1.001 1.832 2.456
H 2.480 -0.036 1.347
H 3.004 -0.669 2.843
H 3.688 0.787 2.240
C -0.757 1.668 -0.520
C -1.296 -0.996 -3.052
C -0.837 0.230 -2.482
C -1.498 -2.110 -2.212
C -0.727 0.281 -1.079
C -1.407 -2.067 -0.803
C -0.968 -0.876 -0.288
H -1.546 -1.057 -4.145
H -0.719 1.229 -3.013
H -1.677 -3.099 -2.666
H -1.676 -3.127 -0.406
H -1.657 2.071 -0.980
H 0.130 2.303 -0.721
H -0.872 -0.702 0.814
H -0.926 1.819 0.605
*
```

For the HOMO energy, the calculation gives -8.84 eV.

---

E values, unit Ha, following the record order: -351.29758; -351.30550; -351.31255; -351.31753; -351.14714; -351.29788; -351.26240; -351.25297; -351.31836; -351.26292.